1.
ORCA calculation (ωB97M-V/def2-TZVPD) on a structure of composition C35H35BrGeN2O5Sn.

```
80
Properties=species:S:1:pos:R:3:forces:R:3
Sn 0.1145 -0.4397 -0.2195 -0.30 -0.16 0.12
Br 3.5150 0.6343 0.0722 0.07 0.02 0.06
Ge 2.3368 -5.5927 0.3796 0.06 -0.07 0.01
O -0.6270 -3.1768 1.5752 0.48 0.31 0.14
O -2.4898 1.3358 -0.3600 0.02 -0.26 0.54
O -0.9747 0.1097 1.5500 0.12 -0.28 -0.24
O 1.1237 -2.1244 0.6501 -0.38 0.23 0.31
O 0.3625 -0.2951 3.3055 -0.32 -0.15 -0.28
N -2.1809 -1.4794 -0.8209 -0.04 -0.16 0.26
N 1.2728 2.1950 -0.1533 -0.05 0.18 0.19
C 2.7942 -4.1991 1.6946 -0.28 0.09 -0.10
C -3.0243 -3.6979 -0.5181 -0.09 -0.10 -0.02
C -0.0602 -4.2119 -3.5000 -0.01 -0.03 0.05
C 2.5710 2.2815 0.0370 -0.22 0.01 -0.08
C 0.2568 5.8208 -0.1146 0.01 -0.11 0.05
C 1.5653 -3.6422 2.4328 0.10 0.02 -0.18
C 1.8830 -8.2524 1.5359 -0.05 0.05 -0.01
C 5.2424 -5.8544 -0.0054 -0.06 -0.04 0.00
C 3.9866 -6.3455 -0.3619 -0.03 0.00 0.04
C 0.5574 3.3208 -0.1974 0.01 -0.18 -0.01
C 1.1089 -3.5580 -3.1240 0.01 -0.01 0.01
C -3.6213 0.5185 -0.5802 0.16 -0.02 0.03
C 5.0684 -7.9250 -1.8470 0.01 0.02 0.01
C -4.2606 -3.1849 -0.1751 -0.01 -0.04 -0.02
C 1.7809 -3.9436 -1.9712 -0.08 -0.04 0.01
C 1.3181 -7.0024 1.2790 0.01 0.04 0.01
C 1.1163 4.5846 -0.0600 -0.09 0.08 -0.03
C -0.6980 -7.7252 2.4113 0.00 0.01 -0.01
C -1.9865 -0.6979 3.5541 0.07 0.05 -0.14
C -0.5551 -5.2447 -2.7147 0.05 -0.03 -0.05
C -3.3827 -0.9806 -0.4970 0.11 -0.04 -0.14
C 0.1175 -5.6229 -1.5553 0.08 0.01 -0.09
C 1.2949 -4.9804 -1.1706 -0.05 0.04 0.09
C 0.5805 -2.9400 1.5178 -0.32 -0.31 -0.32
C -0.7441 -0.2817 2.8000 0.42 0.28 0.04
C 1.1670 -9.2301 2.2173 -0.01 0.00 0.00
C 6.3136 -7.4264 -1.4802 -0.04 0.03 0.04
C -0.1240 -8.9670 2.6566 0.03 0.03 -0.03
C 3.2428 3.4779 0.1935 0.14 0.09 0.02
C 0.0165 -6.7497 1.7263 0.01 -0.03 -0.03
C 3.9155 -7.3848 -1.2932 0.04 0.05 0.02
C 2.4902 4.6409 0.1397 0.09 0.00 0.02
C -2.0162 -2.8087 -0.8350 0.03 0.32 -0.05
C 6.3998 -6.3890 -0.5613 0.01 -0.01 -0.02
C -4.4455 -1.8104 -0.1778 -0.05 0.02 0.03
H 2.6999 -3.4366 -1.6932 -0.05 0.02 -0.02
H 0.8685 6.7210 -0.1647 -0.02 -0.02 -0.01
H -1.4624 -5.7619 -3.0092 0.05 0.03 0.03
H 3.4772 -4.6555 2.4149 0.01 -0.01 -0.02
H 5.3184 -5.0450 0.7150 0.04 -0.06 -0.05
H -2.8244 -4.7617 -0.5153 -0.01 0.06 -0.03
H -3.9885 0.7456 -1.5812 0.02 0.03 -0.08
H 1.8641 -2.8917 3.1667 0.08 0.03 0.08
H 1.5026 -2.7560 -3.7388 -0.02 -0.03 0.04
H 7.3696 -5.9958 -0.2776 -0.05 -0.02 -0.01
H -0.6815 -9.7269 3.1913 0.02 0.02 -0.02
H 2.8931 -8.4648 1.1989 -0.05 -0.01 0.03
H -0.5822 -3.9169 -4.4031 0.03 -0.01 0.04
H -1.8263 -0.6010 4.6248 0.01 -0.02 -0.02
H 1.6187 -10.1976 2.4066 -0.02 0.05 0.00
H 3.3265 -3.3888 1.1939 0.01 0.01 0.01
H -4.4175 0.7781 0.1213 -0.11 -0.03 0.01
H -2.1659 -1.7457 3.3061 -0.04 -0.01 0.00
H -2.8486 -0.1118 3.2349 0.01 -0.04 0.03
H -5.4077 -1.3775 0.0692 0.04 -0.02 0.03
H -0.5130 3.1900 -0.3528 0.11 0.02 0.00
H -0.4456 -5.7814 1.5410 0.03 -0.07 0.06
H 4.3123 3.4910 0.3523 -0.05 0.03 -0.02
H -2.2453 1.2056 0.5821 0.19 -0.02 -0.47
H -0.4024 5.8007 -0.9839 0.04 0.01 0.02
H -5.0739 -3.8471 0.0957 0.00 0.03 0.00
H -0.3759 5.8889 0.7737 0.04 0.02 -0.04
H -1.0335 -3.1710 -1.1140 0.00 0.04 0.09
H 4.9998 -8.7324 -2.5673 -0.01 0.03 0.03
H 1.0313 -4.4321 2.9580 -0.02 0.01 0.04
H 7.2154 -7.8457 -1.9107 -0.04 0.02 0.01
H 2.9802 5.6019 0.2533 -0.01 -0.04 0.00
H -1.7035 -7.5130 2.7577 0.05 -0.01 -0.02
H -0.2694 -6.4397 -0.9547 -0.01 0.03 -0.03
H 2.9448 -7.7729 -1.5910 0.06 0.00 0.00
```
Forces are in eV/Å.

Results
- largest force on an atom (eV Å⁻¹) = 0.59
- relative energy (zero: lowest compared OMol25 entry of this formula, charge and spin) (kcal per mole) = 13.39
- HOMO (eV) = -8.4
- total charge = 0
- total energy (a.u.) = -6705.76605
- orbital gap (eV) = 8.9
- LUMO level (eV) = 0.498

2.
ORCA calculation (ωB97M-V/def2-TZVPD) on a structure of composition C35H35Cl2N9V.

```
82
Properties=species:S:1:pos:R:3:forces:R:3
V -0.2965 0.0838 0.3015 0.58 1.21 0.29
Cl -3.2358 -2.6310 -3.4706 -0.02 0.01 0.08
Cl -3.5179 -3.4039 -0.6373 -0.01 -0.06 0.03
N -0.8905 1.4817 -1.2977 -0.27 -0.24 -0.12
N 3.0683 2.3751 -0.3673 0.36 -0.02 -0.14
N 2.6911 -0.0158 2.5661 0.31 0.11 0.05
N -0.1143 -1.8389 -0.2732 0.09 -1.06 -0.31
N -2.2650 3.1472 -1.7727 -0.10 -0.03 -0.18
N 1.6318 0.7211 -0.0688 0.84 0.16 -0.33
N -2.3036 -0.3121 0.5615 -1.23 -0.06 0.27
N -0.1534 -0.8194 2.3354 -0.26 -0.45 -0.20
N -0.3154 2.2158 1.2091 0.03 0.13 -0.46
C 0.4006 -4.0424 0.4841 0.06 -0.18 0.06
C 1.8170 0.4637 3.4375 -0.16 0.02 0.07
C 4.3486 -1.2842 -1.6780 0.03 0.05 0.00
C -2.6516 -0.6459 1.8236 0.37 -0.09 -0.23
C 3.9371 0.4720 2.5904 -0.09 -0.04 -0.05
C -2.4493 2.7523 -4.2881 0.01 -0.01 0.03
C 0.4148 -0.1072 3.5089 -0.08 0.00 -0.17
C -1.5315 2.8396 0.6355 0.17 -0.05 0.04
C -1.1378 1.4739 -2.6779 0.28 -0.29 0.25
C 4.9322 1.0647 -1.4901 0.02 -0.03 -0.02
C 3.4309 1.9410 4.3920 0.07 0.05 0.04
C -1.0415 0.8861 -4.9701 -0.06 0.07 0.00
C -0.3511 -2.3463 -1.4970 0.12 0.15 0.36
C -0.1765 -3.6810 -1.7999 -0.04 -0.01 -0.11
C 4.3524 1.4503 3.4768 0.00 -0.01 0.00
C -4.9706 -0.2525 1.3943 -0.02 -0.02 0.07
C -3.9535 -0.5866 2.2767 -0.13 -0.07 0.09
C 3.1117 -1.0907 -1.0931 0.01 -0.09 -0.04
C -1.5607 -1.2026 2.7135 0.21 0.07 -0.16
C -2.0145 2.5035 -2.9886 -0.18 0.31 0.11
C 1.8752 2.0006 0.1081 -0.29 -0.20 0.13
C -1.9527 1.9172 -5.2678 0.05 -0.05 0.00
C 0.2622 -2.6896 0.7099 -0.06 0.42 -0.02
C 3.6858 1.2398 -0.9023 0.10 0.44 0.09
C 2.1422 1.4398 4.3764 0.00 0.12 -0.08
C 5.2476 -0.2219 -1.8780 -0.06 -0.05 0.01
C 2.7813 0.2070 -0.7063 -0.44 -0.10 0.26
C -0.6163 0.6541 -3.6793 -0.02 -0.01 -0.04
C -4.6405 -0.0319 0.0704 -0.03 -0.02 -0.12
C 0.6567 -2.0489 2.0220 -0.20 0.03 -0.22
C -1.5795 2.4908 -0.8186 0.22 0.01 0.03
C 0.2008 -4.5489 -0.7928 0.01 -0.10 0.08
C 0.9363 2.9224 0.8171 -0.18 -0.08 0.10
C -3.3116 -0.0717 -0.3056 0.31 0.04 0.20
C -3.7602 -3.8821 -2.3267 -0.03 0.08 -0.03
H 1.4027 1.7923 5.0870 0.02 -0.02 -0.03
H -0.3901 2.2437 2.2179 -0.05 -0.02 0.00
H 0.1154 -0.1129 -3.4606 0.00 0.04 0.01
H -1.6362 -2.2911 2.6953 -0.04 -0.05 -0.07
H -3.1861 -4.7790 -2.5148 0.04 -0.05 0.00
H 1.4343 3.3127 1.7068 0.02 0.02 0.04
H 4.6380 -2.2799 -1.9877 -0.01 0.02 0.00
H 3.7158 2.6957 5.1140 0.00 -0.02 -0.02
H 5.3753 1.8024 3.4631 -0.03 -0.01 0.00
H -0.3529 -4.0222 -2.8114 0.00 -0.01 0.03
H -1.5434 3.9248 0.7665 -0.02 0.06 0.02
H 0.6887 -4.6907 1.3016 0.00 -0.01 -0.02
H -0.2754 0.7099 3.7247 0.01 0.03 0.10
H 4.6269 0.0467 1.8686 -0.02 0.01 0.00
H 1.6934 -1.7196 1.9320 -0.07 -0.01 0.05
H -4.1692 -0.8234 3.3113 -0.01 -0.01 -0.03
H -2.8594 3.9478 -1.6307 0.02 0.01 -0.02
H -3.0265 0.0833 -1.3380 0.02 0.07 0.00
H 0.7047 3.7797 0.1823 0.00 0.03 -0.04
H 0.3642 -0.7709 4.3794 0.04 -0.10 0.01
H -2.4038 2.4304 1.1472 -0.04 -0.04 0.03
H 2.4383 -1.9240 -0.9392 -0.01 0.06 0.00
H -1.7525 -0.9071 3.7433 -0.01 0.00 0.06
H 0.5951 -2.7693 2.8406 -0.06 -0.03 0.07
H 6.2058 -0.4168 -2.3420 -0.04 -0.01 0.02
H -0.6574 0.2746 -5.7761 -0.02 0.02 0.01
H -0.6839 -1.6434 -2.2468 -0.05 -0.01 -0.02
H 3.4563 3.3035 -0.3293 0.02 -0.02 -0.01
H -4.8181 -4.0484 -2.4758 -0.05 -0.03 -0.02
H -5.9976 -0.2005 1.7302 0.02 0.00 0.00
H -3.1331 3.5572 -4.5249 0.02 -0.02 0.02
H 5.6223 1.8858 -1.6354 -0.03 -0.02 0.01
H -2.2574 2.0675 -6.2950 0.00 0.00 0.03
H -5.3992 0.1578 -0.6771 0.02 0.02 0.02
H 0.3322 -5.6046 -0.9902 0.00 0.02 0.01
```
Forces are in eV/Å.

Results
- largest force on an atom (eV Å⁻¹) = 1.37
- relative energy (zero: lowest compared OMol25 entry of this formula, charge and spin) (kcal per mole) = 25.96
- multiplicity = 2
- HOMO (alpha / beta) (eV) = -11.8 / -11.0
- <S²> = 0.765
- total charge = +2
- total energy (a.u.) = -3711.59445
- orbital gap (alpha / beta) (eV) = 7.4 / 6.5
- LUMO level (alpha / beta) (eV) = -4.461 / -4.512

3.
ORCA calculation (ωB97M-V/def2-TZVPD) on the ion C35H35F2N2 with charge +1.

```
74
Properties=species:S:1:pos:R:3:forces:R:3
F 1.2904 -4.1130 -1.6328 0.49 0.98 -0.42
F 4.0185 4.4611 2.0004 -0.79 -0.78 -0.44
N -2.8670 -1.0858 1.0969 -0.42 -0.08 -1.07
N -2.9332 0.3163 -0.5558 -0.73 -0.82 0.71
C -2.3116 3.8870 -1.2149 -0.40 -0.36 -0.01
C -2.1128 3.8612 -2.5965 0.03 -0.18 -0.01
C -2.7698 2.7544 -0.5404 0.41 -0.22 -0.41
C 0.0645 0.9220 -0.0342 2.02 1.52 -1.79
C 2.3089 4.0220 0.4142 -0.38 -0.37 -0.04
C -4.7303 -0.6378 3.2356 -0.42 0.35 0.41
C -1.6414 5.0884 -3.3096 0.14 0.31 -0.17
C -4.0928 -0.4721 -0.6121 0.29 0.87 -0.23
C 1.8994 -0.8588 -0.2309 -0.40 -0.25 -0.09
C -2.7848 1.5467 -1.2602 -0.42 0.50 -0.77
C -3.2421 2.8376 0.8782 0.20 0.26 0.59
C -2.3956 2.6956 -3.3131 -0.08 -0.05 0.35
C -1.6371 -2.7217 2.4131 -0.22 0.04 0.44
C -2.1740 -0.1264 0.4674 -0.67 0.27 0.13
C 3.0488 3.6158 1.5179 0.55 0.46 0.24
C -3.2266 -2.0680 4.6254 0.13 0.06 -0.55
C 0.5271 -1.9933 -2.3982 0.50 -0.07 0.44
C -2.1340 -2.9241 4.7833 -0.04 0.02 -0.05
C -3.0394 0.2763 -3.4563 0.14 -0.43 -0.37
C -1.3967 -3.3146 3.6595 -0.23 0.45 -0.25
C -1.0018 -3.2307 1.1580 0.46 -0.16 -0.19
C 1.8031 1.5864 1.6976 0.37 0.12 -0.06
C 1.3159 3.1620 -0.0710 0.20 -0.38 0.23
C 0.2839 -0.6742 -2.0185 -0.02 -0.19 0.27
C -2.7567 1.5118 -2.6610 0.57 0.57 0.21
C -4.0423 -1.3385 0.3938 0.45 -0.09 0.70
C -1.7913 -3.4097 6.1582 0.05 -0.25 0.22
C 2.1660 -2.1818 -0.5782 -0.15 0.23 -0.30
C -3.4909 -1.4634 3.3941 0.44 -0.02 0.41
C 0.7929 -0.2073 -0.8009 0.13 0.63 0.20
C -0.8723 0.3789 0.9728 -0.80 -0.87 1.48
C -2.5870 -1.6976 2.3528 -0.20 -1.03 0.43
C 1.0793 1.9270 0.5534 -0.52 -0.10 0.05
C 2.8422 2.4010 2.1603 -0.49 0.12 -0.18
C 1.3675 -2.7407 -1.5707 -0.58 -0.99 0.26
H -1.7170 -3.7960 0.5388 0.12 0.20 0.23
H 2.5360 -0.3420 0.4897 -0.44 -0.37 -0.01
H -2.2389 0.1104 -4.1901 -0.23 -0.01 0.13
H -4.2585 2.4313 1.0157 0.37 0.07 -0.19
H -2.4581 5.5580 -3.8730 0.15 -0.10 0.12
H -4.8638 -0.2677 -1.3210 -0.15 0.02 -0.27
H -0.5981 -2.4232 0.5339 0.01 -0.23 0.06
H -3.2626 3.8925 1.1862 -0.04 -0.35 -0.05
H 2.9234 -2.7588 -0.0452 -0.27 0.07 -0.31
H -4.7328 -2.0766 0.7408 -0.12 -0.21 -0.07
H -0.5368 1.4765 -0.7586 0.31 0.05 -0.09
H 1.5968 0.6385 2.2044 0.13 0.38 -0.08
H 0.0388 -2.4407 -3.2577 0.15 -0.02 0.12
H -0.4421 -0.4802 1.5014 0.10 0.22 0.05
H -0.6395 -4.0956 3.7274 -0.14 0.21 0.11
H -0.8485 4.8427 -4.0243 -0.12 0.09 0.11
H -0.9956 -4.1585 6.1189 -0.15 0.08 0.11
H 2.4887 4.9800 -0.0645 0.08 -0.14 0.19
H -0.1843 -3.9114 1.4145 -0.08 0.13 -0.19
H 0.7200 3.4278 -0.9493 0.27 0.01 0.26
H 3.4507 2.0990 3.0049 -0.05 0.19 -0.05
H -1.2578 5.8248 -2.5967 -0.04 -0.08 -0.18
H -1.4474 -2.5734 6.7824 -0.05 -0.20 -0.17
H -2.6691 -3.8417 6.6559 0.22 0.05 -0.10
H -4.5508 0.3733 2.8439 0.01 -0.28 -0.02
H -0.2794 -0.0021 -2.6718 -0.27 -0.32 0.45
H -3.9791 0.3640 -4.0246 0.27 0.09 0.22
H -3.9009 -1.8669 5.4603 0.29 -0.06 -0.16
H -3.1160 -0.6178 -2.8334 0.12 0.10 -0.22
H -2.5707 2.3193 1.5737 -0.26 0.16 -0.04
H -5.4837 -1.1326 2.6053 0.26 0.20 0.15
H -2.2903 2.6923 -4.3979 -0.09 0.02 0.20
H -1.1151 1.1082 1.7597 0.25 -0.02 -0.17
H -5.1816 -0.5298 4.2297 0.01 0.11 -0.30
H -2.1315 4.7997 -0.6459 -0.20 -0.12 -0.21
```
Forces are in eV/Å.

Results
- largest force on an atom (eV Å⁻¹) = 3.10
- relative energy (zero: lowest compared OMol25 entry of this formula, charge and spin) (kcal per mole) = 0.00
- structure (SMILES) = Cc1cc(C)c(-n2cc[n+](-c3c(C)cc(C)cc3C)c2CC(c2ccc(F)cc2)c2ccc(F)cc2)c(C)c1
- HOMO (eV) = -11.2
- total charge = +1
- total energy (a.u.) = -1663.76029
- orbital gap (eV) = 8.9
- LUMO level (eV) = -2.370

4.
ORCA calculation (ωB97M-V/def2-TZVPD) on a cluster of 7 separate species, C35H35N7 in total.

```
77
Properties=species:S:1:pos:R:3:forces:R:3
N 11.8150 10.4020 15.6593 0.60 -1.14 -0.01
N 16.9936 8.7010 13.6907 1.08 -0.83 0.30
N 12.6225 5.8077 12.1739 -0.28 -0.85 0.30
N 12.8169 11.5655 11.8437 1.40 -0.39 0.90
N 10.8737 10.5632 7.6663 0.20 -0.54 0.65
N 21.4655 12.7007 12.7570 -1.08 -1.21 -0.71
N 8.4034 8.6136 11.0901 1.23 2.02 -1.09
C 9.8425 12.7222 7.7502 0.03 -0.39 -0.46
C 12.5623 7.1166 12.0250 1.01 1.50 -1.26
C 20.5187 11.9056 10.1811 0.67 0.50 3.42
C 15.1615 10.9980 11.4626 0.12 -0.98 1.82
C 7.5041 7.8024 11.5425 -0.27 -2.05 1.08
C 10.8192 9.5881 13.6701 -0.46 -1.51 0.20
C 9.8307 11.3316 8.0247 1.33 1.75 -0.60
C 17.1377 7.3953 13.4015 -0.94 1.27 0.15
C 10.2989 8.4525 14.3398 0.81 1.31 -0.21
C 20.2077 11.1343 11.3049 1.41 0.84 1.33
C 11.3558 9.3028 16.2765 -1.23 0.91 -0.50
C 6.4253 8.2031 12.3182 -0.83 1.53 -0.87
C 15.0294 8.1580 14.8958 -2.10 -0.65 1.00
C 16.1873 6.4451 13.7683 1.63 0.65 -0.78
C 13.9708 10.9577 12.2204 -0.88 -0.03 -0.67
C 7.1433 10.4895 11.9072 -1.22 -1.47 -0.44
C 8.2255 9.9376 11.2425 1.17 0.52 0.59
C 21.7778 13.3835 11.6407 -0.59 -1.06 0.62
C 21.2958 13.0339 10.3969 -0.30 -0.86 0.68
C 11.6096 10.4827 14.3320 -0.53 1.62 0.85
C 11.9907 12.4507 6.7190 0.73 -1.56 0.18
C 6.1706 9.5946 12.3854 0.10 -1.08 1.12
C 15.9874 9.0415 14.5016 0.31 -0.29 -1.18
C 15.1320 6.8081 14.5276 -0.80 0.61 1.07
C 14.0202 12.5765 10.0443 0.33 0.19 0.86
C 12.8921 12.3918 10.8399 -0.27 1.15 -2.06
C 11.9398 11.1067 7.0747 -1.80 0.89 0.10
C 11.0362 6.9046 10.2031 0.00 1.12 -0.18
C 10.9824 13.2718 7.0978 -1.92 0.08 -0.02
C 10.4997 8.3447 15.7076 1.81 1.70 -1.65
C 20.6769 11.5860 12.5870 0.63 0.81 -0.72
C 15.1567 11.8428 10.3998 -0.63 1.28 -2.52
C 10.9259 5.5556 10.4655 1.90 0.70 1.26
C 11.8478 7.7526 11.0049 -1.01 -3.68 0.11
C 11.8019 5.0629 11.4247 -0.36 0.03 0.44
H 10.3284 4.8636 9.9447 -0.73 -0.42 -0.79
H 9.0786 10.6220 10.9699 -0.95 -0.93 -0.10
H 11.0209 14.2743 6.7137 -0.35 0.50 0.29
H 19.8502 10.1276 11.2380 -0.75 -0.18 -0.07
H 21.6339 13.5507 9.5700 0.52 1.30 -1.61
H 10.5957 9.7014 12.6287 0.16 0.08 -0.37
H 9.8700 7.7138 13.7014 -0.77 -0.52 0.04
H 11.5167 9.2543 17.3298 0.36 0.00 0.67
H 22.4748 14.1959 11.7323 0.10 0.32 0.20
H 10.1769 7.5639 16.3001 -0.76 -1.61 0.95
H 15.9240 11.9827 9.6453 0.73 -0.43 0.65
H 13.3040 7.7705 12.5352 -0.65 -0.79 0.28
H 18.0053 7.1057 12.8279 0.07 0.08 -0.21
H 5.6957 7.5025 12.6988 0.13 -0.08 0.09
H 5.2578 9.8926 12.9510 0.88 0.14 -0.67
H 9.0006 10.9034 8.5801 0.11 -0.29 -0.36
H 12.8109 12.6844 6.0687 0.29 0.82 0.03
H 11.9171 8.7796 10.9291 0.01 1.94 -0.60
H 16.3534 5.4960 13.3538 -0.11 -1.47 -0.02
H 20.2318 11.6761 9.2266 -0.72 -0.83 -2.22
H 7.7445 6.7289 11.3768 -0.46 0.66 0.15
H 11.9962 12.9436 10.5699 -0.19 -0.08 0.12
H 15.9283 10.0711 14.7495 -0.12 0.85 0.24
H 13.7631 10.4307 13.1438 0.96 -0.50 -0.03
H 10.5000 7.2428 9.3299 -0.12 0.66 0.11
H 14.0828 13.3385 9.2460 -0.31 -0.71 0.47
H 11.7885 3.9958 11.5875 0.34 -0.21 0.27
H 20.4715 11.0236 13.5235 0.07 0.37 -0.91
H 14.4530 6.0524 14.9050 -0.31 0.24 -0.29
H 6.9453 11.5318 11.9330 0.21 0.80 0.17
H 14.1108 8.5197 15.4366 1.22 -0.41 -0.34
H 8.9004 13.2924 7.8828 0.97 -0.18 0.21
H 12.7634 10.5230 6.7540 0.43 -1.11 0.02
H 16.0774 10.4145 11.7258 -1.05 0.53 -0.01
H 11.9644 11.4040 13.8228 -0.25 -0.93 0.49
```
Forces are in eV/Å.

Results
- largest force on an atom (eV Å⁻¹) = 3.82
- relative energy (zero: lowest compared OMol25 entry of this formula, charge and spin) (kcal per mole) = 53.18
- structure (SMILES) = c1ccncc1.c1ccncc1.c1ccncc1.c1ccncc1.c1ccncc1.c1ccncc1.c1ccncc1
- HOMO (eV) = -9.1
- total charge = 0
- total energy (a.u.) = -1737.87469
- orbital gap (eV) = 9.8
- LUMO level (eV) = 0.663